The following is a quantum chemistry calculation of a cluster of 13 separate species, C36H65Br24F9NO6PS in total at a distorted geometry, from OMol25.

Positions of all 143 atoms, in Å:
C -1.604 -0.424 -0.176
C -2.983 -0.903 0.290
O -3.693 -1.436 -0.465
O -3.381 -0.667 1.609
C -2.418 -1.077 2.549
O -2.344 -2.187 2.849
C -1.509 0.029 3.104
C -0.268 -0.524 3.840
O -0.396 -0.821 4.961
O 0.990 -0.648 3.275
C 1.039 -1.879 2.515
C 1.410 -3.097 3.412
C 1.016 -4.382 2.645
C 0.845 -5.632 3.587
C -0.348 -6.449 3.029
C -0.415 -7.902 3.534
F 0.049 -7.850 4.824
F -1.670 -8.352 3.672
C 0.519 -8.911 2.828
F 1.778 -8.508 2.859
F 0.512 -10.034 3.547
S 0.110 -9.383 1.068
F -0.853 -10.572 1.548
F 1.321 -10.439 1.112
F 1.087 -8.258 0.510
F -1.170 -8.450 0.970
F -0.158 -9.835 -0.431
P 2.155 -1.773 0.986
N 1.776 -0.365 0.069
O 1.726 -3.024 -0.050
H -1.590 0.673 -0.261
H -1.359 -0.843 -1.156
H -0.801 -0.704 0.518
H -1.182 0.722 2.315
H -2.078 0.623 3.833
H -0.002 -2.067 2.169
H 0.916 -2.999 4.388
H 2.501 -3.030 3.561
H 1.807 -4.647 1.934
H 0.050 -4.206 2.145
H 0.665 -5.331 4.628
H 1.808 -6.159 3.560
H -1.273 -5.953 3.358
H -0.299 -6.388 1.932
H 2.466 0.384 0.220
H 1.902 -0.637 -0.909
H 2.509 -3.592 -0.028
Br 0.187 2.620 2.203
C 1.955 3.206 2.748
C 2.685 3.843 1.604
Br 3.317 2.489 0.359
H 2.462 2.331 3.149
H 1.794 3.926 3.549
H 3.576 4.357 1.955
H 2.076 4.538 1.033
Br 1.617 -7.925 -4.459
C 0.357 -9.133 -3.595
C -0.607 -9.726 -4.588
Br -1.976 -8.440 -5.101
H -0.136 -8.568 -2.810
H 0.972 -9.911 -3.146
H -1.150 -10.558 -4.143
H -0.125 -10.059 -5.503
Br -9.847 -0.627 -1.751
C -8.210 -1.682 -1.763
C -7.101 -0.994 -1.013
Br -6.332 0.461 -2.054
H -7.966 -1.873 -2.804
H -8.473 -2.620 -1.278
H -6.275 -1.681 -0.834
H -7.425 -0.568 -0.068
Br 5.701 6.257 1.206
C 4.854 7.995 1.460
C 4.116 8.064 2.771
Br 2.425 7.097 2.683
H 4.210 8.162 0.602
H 5.671 8.714 1.444
H 3.844 9.092 3.003
H 4.677 7.644 3.602
Br -5.025 -6.570 -5.874
C -3.452 -5.420 -5.888
C -3.835 -3.963 -5.862
Br -4.464 -3.358 -7.603
H -2.869 -5.692 -6.763
H -2.898 -5.684 -4.990
H -2.966 -3.345 -5.642
H -4.623 -3.743 -5.147
Br 7.784 10.477 -0.434
C 6.374 9.921 -1.659
C 5.340 11.003 -1.832
Br 4.153 11.103 -0.292
H 5.963 8.994 -1.270
H 6.881 9.722 -2.602
H 4.691 10.780 -2.677
H 5.773 11.990 -1.964
Br 2.822 14.783 -1.540
C 4.626 15.306 -1.029
C 5.373 15.917 -2.185
Br 5.977 14.560 -3.445
H 5.110 14.419 -0.628
H 4.495 16.036 -0.232
H 6.282 16.406 -1.837
H 4.776 16.627 -2.750
Br -9.878 -5.519 -2.205
C -11.658 -4.799 -2.535
C -11.882 -4.533 -4.001
Br -10.964 -2.916 -4.569
H -11.757 -3.908 -1.922
H -12.345 -5.563 -2.176
H -12.937 -4.349 -4.198
H -11.533 -5.338 -4.641
Br 9.184 -0.249 -1.520
C 7.878 1.191 -1.619
C 6.999 1.225 -0.396
Br 5.655 -0.182 -0.443
H 7.319 1.049 -2.540
H 8.466 2.105 -1.690
H 6.434 2.156 -0.357
H 7.553 1.101 0.530
Br -3.311 6.103 -3.100
C -4.212 4.381 -3.219
C -4.609 3.870 -1.860
Br -3.077 3.154 -0.893
H -3.542 3.709 -3.748
H -5.095 4.563 -3.830
H -5.300 3.032 -1.951
H -5.052 4.634 -1.229
Br 6.877 9.721 3.851
C 8.126 11.205 3.693
C 7.496 12.511 4.101
Br 6.302 13.186 2.721
H 8.481 11.205 2.666
H 8.949 10.955 4.359
H 8.260 13.277 4.220
H 6.913 12.440 5.014
Br -7.172 -10.496 1.401
C -5.554 -11.384 2.020
C -4.317 -10.716 1.482
Br -4.016 -11.170 -0.388
H -5.634 -12.428 1.729
H -5.586 -11.309 3.106
H -3.432 -11.071 2.007
H -4.358 -9.632 1.541

Calculated values
LUMO energy: 0.13 eV
Total charge: 0
Gap between HOMO and LUMO: 8.143 eV

***

The following is a quantum chemistry calculation of a cluster of 7 separate species, C36H66F2N13O4S2 in total at a distorted geometry, from OMol25.

Positions of all 123 atoms, in Å:
C 6.649 -0.029 -1.596
C 7.185 0.738 -0.411
N 6.397 1.902 -0.121
C 5.049 1.867 0.199
C 4.615 3.161 0.195
N 5.624 3.964 -0.178
C 6.753 3.184 -0.418
C 5.524 5.385 -0.530
H 5.613 -0.290 -1.493
H 7.275 -0.909 -1.737
H 6.727 0.613 -2.474
H 8.184 1.062 -0.610
H 7.183 0.064 0.461
H 4.621 0.928 0.444
H 3.630 3.455 0.474
H 7.647 3.581 -0.863
H 6.526 5.687 -0.746
H 5.107 5.915 0.351
H 4.862 5.500 -1.392
C 2.584 -1.065 -9.136
C 3.980 -1.721 -9.270
N 4.907 -0.649 -9.735
C 5.055 0.607 -9.213
C 5.974 1.252 -10.034
N 6.385 0.367 -11.032
C 5.628 -0.718 -10.866
C 7.397 0.647 -12.044
H 2.415 -0.550 -8.193
H 1.731 -1.756 -9.247
H 2.501 -0.294 -9.921
H 3.960 -2.522 -9.991
H 4.245 -2.249 -8.390
H 4.533 0.938 -8.342
H 6.391 2.263 -9.946
H 5.657 -1.602 -11.510
H 7.738 -0.235 -12.619
H 8.218 1.127 -11.455
H 6.939 1.434 -12.669
C 0.869 2.566 5.306
C 2.064 1.850 4.630
N 2.957 1.256 5.608
C 3.148 -0.111 5.876
C 4.046 -0.137 6.835
N 4.438 1.130 7.175
C 3.771 1.958 6.385
C 5.376 1.395 8.248
H 1.128 3.456 5.852
H 0.496 1.886 6.083
H 0.146 2.810 4.567
H 2.448 2.553 3.917
H 1.599 1.008 4.107
H 2.525 -0.799 5.336
H 4.401 -0.974 7.344
H 3.871 3.035 6.318
H 5.097 2.260 8.778
H 6.382 1.310 7.853
H 5.326 0.534 8.933
C -3.664 -4.742 -3.848
C -3.908 -4.962 -2.411
N -2.827 -5.725 -1.758
C -2.267 -6.886 -2.134
C -1.331 -7.234 -1.154
N -1.393 -6.240 -0.167
C -2.277 -5.330 -0.584
C -0.587 -6.141 1.055
H -3.622 -5.616 -4.433
H -2.645 -4.325 -4.040
H -4.358 -4.026 -4.250
H -4.856 -5.458 -2.147
H -3.993 -4.001 -1.918
H -2.477 -7.430 -3.054
H -0.730 -8.123 -1.089
H -2.596 -4.456 -0.022
H -0.718 -5.183 1.530
H 0.469 -6.350 0.833
H -0.880 -6.941 1.791
C -5.557 -1.285 5.335
C -5.819 -2.546 6.141
N -5.114 -2.450 7.450
C -3.810 -2.382 7.748
C -3.661 -2.362 9.111
N -5.014 -2.275 9.649
C -5.814 -2.346 8.574
C -5.534 -2.433 11.019
H -4.497 -0.954 5.451
H -6.202 -0.383 5.424
H -5.649 -1.679 4.293
H -5.372 -3.420 5.631
H -6.869 -2.785 6.291
H -3.045 -2.597 7.017
H -2.765 -2.489 9.719
H -6.872 -2.278 8.720
H -5.304 -3.450 11.397
H -6.613 -2.332 11.082
H -4.968 -1.725 11.618
C -4.208 5.003 -3.157
C -5.555 5.622 -3.366
N -6.616 4.886 -2.758
C -6.741 3.512 -2.702
C -7.948 3.256 -2.111
N -8.458 4.426 -1.691
C -7.642 5.376 -2.077
C -9.743 4.577 -0.967
H -4.064 4.011 -3.698
H -4.143 4.780 -2.064
H -3.461 5.685 -3.496
H -5.750 5.823 -4.423
H -5.460 6.628 -3.012
H -6.039 2.822 -3.092
H -8.549 2.347 -1.988
H -7.767 6.408 -1.785
H -9.644 4.057 -0.008
H -10.569 4.267 -1.636
H -9.753 5.687 -0.826
N 0.674 -0.417 1.331
S -0.610 -1.257 1.418
O -1.435 -1.272 0.229
O -1.085 -1.370 2.781
F 0.128 -2.884 1.359
S 1.278 0.300 -0.037
O 2.187 1.319 0.300
O 0.381 0.625 -1.079
F 2.233 -0.913 -0.407

Calculated values
Relative energy (zero: lowest compared OMol25 entry of this formula, charge and spin): 0.000 eV
LUMO energy: -7.50 eV
Total charge: +5
Gap between HOMO and LUMO: 10.241 eV

***

The following is a quantum chemistry calculation of a structure of composition C36H66F6N12P at a distorted geometry, from OMol25.

Positions of all 121 atoms, in Å:
P 0.496 -0.058 -0.022
F 0.550 -1.411 -0.937
F 1.691 0.543 -0.919
F -0.619 0.579 -1.041
F 0.508 1.278 0.959
F -0.618 -0.728 0.966
F 1.585 -0.801 0.957
C -1.359 -3.010 -1.197
C -1.786 -1.477 -1.070
N -3.121 -1.320 -1.662
C -4.329 -1.277 -0.966
C -5.372 -0.909 -1.758
N -4.828 -0.876 -3.032
C -3.461 -1.130 -2.969
C -5.540 -0.395 -4.214
H -2.137 -3.624 -0.743
H -0.622 -3.233 -0.425
H -0.898 -3.299 -2.141
H -1.079 -0.865 -1.630
H -1.788 -1.244 -0.005
H -4.348 -1.528 0.084
H -6.415 -0.731 -1.541
H -2.801 -1.098 -3.824
H -6.408 -0.964 -4.549
H -4.884 -0.355 -5.084
H -5.865 0.618 -3.977
C -6.122 2.499 1.362
C -4.945 3.427 1.511
N -3.614 2.778 1.384
C -3.073 2.138 0.228
C -1.847 1.544 0.569
N -1.624 1.920 1.906
C -2.671 2.615 2.386
C -0.526 1.509 2.668
H -6.193 1.767 2.167
H -6.028 1.899 0.456
H -7.110 2.935 1.215
H -4.860 3.850 2.512
H -5.024 4.247 0.797
H -3.688 2.065 -0.657
H -1.156 0.996 -0.055
H -2.854 2.929 3.403
H -0.508 0.420 2.648
H -0.574 1.646 3.748
H 0.437 1.850 2.286
C 4.098 -2.576 5.643
C 3.249 -2.897 4.473
N 2.792 -1.650 3.853
C 1.442 -1.237 3.820
C 1.272 -0.175 2.919
N 2.539 0.158 2.568
C 3.439 -0.711 3.091
C 2.846 1.214 1.641
H 4.946 -1.994 5.284
H 4.481 -3.464 6.148
H 3.651 -2.014 6.463
H 2.419 -3.561 4.714
H 3.738 -3.448 3.670
H 0.769 -1.873 4.375
H 0.458 0.476 2.637
H 4.482 -0.635 2.824
H 3.403 2.036 2.090
H 1.935 1.590 1.175
H 3.501 0.870 0.840
C 2.076 2.930 -2.904
C 1.002 1.829 -2.875
N 1.476 0.473 -3.065
C 2.728 -0.044 -3.404
C 2.689 -1.425 -3.647
N 1.366 -1.780 -3.481
C 0.691 -0.654 -3.109
C 0.812 -3.020 -3.677
H 2.403 3.121 -3.926
H 3.011 2.662 -2.413
H 1.756 3.901 -2.527
H 0.444 1.998 -3.797
H 0.334 1.904 -2.017
H 3.546 0.655 -3.498
H 3.513 -2.090 -3.858
H -0.371 -0.544 -2.947
H -0.135 -3.088 -3.142
H 1.364 -3.909 -3.371
H 0.552 -3.199 -4.721
C 1.704 -6.069 2.077
C 1.549 -4.552 2.283
N 2.348 -3.831 1.337
C 3.742 -3.855 1.284
C 4.156 -3.134 0.152
N 2.967 -2.654 -0.449
C 1.904 -3.019 0.343
C 2.973 -1.842 -1.726
H 2.717 -6.471 2.098
H 1.331 -6.357 1.094
H 1.121 -6.567 2.852
H 1.868 -4.260 3.283
H 0.487 -4.334 2.168
H 4.342 -4.543 1.862
H 5.138 -3.011 -0.282
H 0.872 -2.770 0.147
H 1.902 -1.879 -1.929
H 3.626 -2.259 -2.493
H 3.276 -0.796 -1.697
C -2.851 4.316 -2.032
C -1.592 5.113 -1.567
N -0.593 4.286 -0.877
C 0.408 3.539 -1.441
C 1.214 2.935 -0.470
N 0.795 3.570 0.737
C -0.324 4.260 0.456
C 1.398 3.485 1.947
H -2.542 3.361 -2.458
H -3.354 4.834 -2.848
H -3.675 4.061 -1.367
H -1.923 5.933 -0.929
H -1.119 5.677 -2.371
H 0.565 3.607 -2.507
H 2.111 2.335 -0.465
H -0.872 4.845 1.180
H 0.830 3.749 2.839
H 2.241 4.174 2.011
H 1.970 2.571 2.111

Calculated values
Relative energy (zero: lowest compared OMol25 entry of this formula, charge and spin): 27.798 eV
LUMO energy: -11.69 eV
Total charge: +5
Gap between HOMO and LUMO: 9.381 eV